The following is a DFT calculation (ωB97M-V with the def2-TZVPD basis set) of one molecule with the formula C5H10N2.

total charge = 0
orbital gap (spin up / spin down) = 7.515 / 7.675 eV
energy = -305.887103 hartree
HOMO level (spin up / spin down) = -6.679 / -6.784 eV
2S+1 = 1
ΔE to the lowest compared entry with this formula, charge and spin = 85.8 kcal per mole
molar mass = 98.149 g/mol

Atoms and positions in Å:
C -2.24738 -0.48335 -0.12004
C -1.44430 -0.01277 -1.28521
N -0.11987 0.11674 -1.19236
C 0.59406 -0.77138 -0.45740
C 1.54084 -0.39725 0.60047
C 2.08837 0.96764 0.76860
N 1.12293 0.46019 1.74033
H -1.67932 -0.27200 0.79799
H -2.50510 -1.54822 -0.07863
H -3.19061 0.07601 -0.08814
H -1.92033 0.30047 -2.20515
H 0.34061 0.87654 -1.69789
H 0.18749 -1.77287 -0.46862
H 2.15576 -1.22976 0.93242
H 3.09753 1.09903 1.14991
H 1.77672 1.74499 0.07326
H 0.20258 0.84596 1.53044

The following is a DFT calculation (ωB97M-V with the def2-TZVPD basis set) of a 10-piece molecular cluster, C37H57Cl18FO4 overall at a distorted geometry.

total charge = 0
orbital gap = 6.930 eV
energy = -10127.755149 hartree
HOMO level = -8.976 eV
SMILES string = CC(=O)OCCCCCc1cccc2c1C(=O)C([C@H](C)F)=CC2=O.ClCCCl.ClCCCl.ClCCCl.ClCCCl.ClCCCl.ClCCCl.ClCCCl.ClCCCl.ClCCCl
2S+1 = 1
molar mass = 1223.011 g/mol

Atoms and positions in Å:
C 3.52391 3.31833 2.68193
C 5.03650 3.94705 3.00598
O 5.48367 3.77809 4.25577
O 5.76753 4.63264 1.92004
C 6.65525 3.69808 1.19779
C 5.88730 2.85250 -0.00474
C 6.09183 3.63452 -1.43338
C 5.03188 4.87680 -1.57386
C 3.55361 4.42099 -2.20848
C 2.33234 4.72471 -1.15951
C 2.03080 6.29952 -0.78941
C 0.83968 6.76680 0.23683
C -0.10765 5.58462 0.87796
C 0.19825 3.99764 0.50706
C 1.44119 3.51653 -0.50299
C 1.65709 1.91237 -0.74590
O 2.72233 1.31115 -1.27756
C 0.43804 0.89137 -0.22732
C 0.39794 -0.73285 -0.62307
C 1.33450 -1.46644 0.55192
F 0.89332 -0.99140 -1.99438
C -0.68858 1.34315 0.66786
C -0.82089 2.88975 1.20528
O -1.75162 3.22075 2.14017
H 3.20695 3.79945 1.65309
H 3.66910 2.15774 2.48141
H 2.73837 3.55662 3.51803
H 7.55455 4.34020 0.74977
H 7.14631 2.89242 1.91188
H 6.43255 1.81340 -0.10051
H 4.74929 2.71930 0.24438
H 5.85560 2.86688 -2.30400
H 7.21374 3.99892 -1.61894
H 4.89170 5.50101 -0.56613
H 5.52966 5.65188 -2.33341
H 3.56436 3.34689 -2.67092
H 3.38979 5.16580 -3.12729
H 2.70521 7.15824 -1.25216
H 0.66911 7.89623 0.50561
H -0.96807 5.90972 1.60185
H -0.70393 -1.14248 -0.42567
H 1.23372 -2.63226 0.55042
H 0.88218 -1.06315 1.57938
H 2.44246 -1.07108 0.52076
H -1.51272 0.56828 1.01731
Cl -0.23422 -4.58884 -2.04845
C 0.79482 -3.85070 -3.30166
C 1.29021 -4.87171 -4.31394
Cl 2.45517 -6.01476 -3.60202
H 1.62563 -3.34259 -2.80234
H 0.18586 -3.09316 -3.80453
H 1.80585 -4.36213 -5.13304
H 0.46368 -5.44953 -4.73950
Cl 4.26578 8.35078 -2.36543
C 5.29482 9.08892 -3.61865
C 5.79021 8.06791 -4.63093
Cl 6.95517 6.92486 -3.91900
H 6.12563 9.59703 -3.11932
H 4.68586 9.84646 -4.12151
H 6.30585 8.57749 -5.45002
H 4.96368 7.49010 -5.05648
Cl -2.06831 -2.55660 2.16438
C -2.75646 -1.29810 3.22123
C -1.82438 -0.93646 4.36710
Cl -1.65956 -2.26195 5.54458
H -3.72471 -1.65419 3.58654
H -2.93231 -0.41951 2.59296
H -2.22279 -0.07575 4.91201
H -0.82448 -0.67683 4.00528
Cl 2.44743 -3.28234 -7.25461
C 3.27132 -4.26312 -8.49300
C 4.43215 -5.05932 -7.91760
Cl 5.78215 -4.01295 -7.41444
H 3.59999 -3.59273 -9.29319
H 2.52147 -4.94438 -8.90673
H 4.82574 -5.74230 -8.67596
H 4.12211 -5.65387 -7.05244
Cl -0.14139 -6.76328 6.37289
C -0.82954 -5.50478 7.42974
C 0.10254 -5.14314 8.57561
Cl 0.26736 -6.46863 9.75309
H -1.79779 -5.86087 7.79505
H -1.00539 -4.62619 6.80147
H -0.29587 -4.28243 9.12052
H 1.10244 -4.88351 8.21379
Cl -5.55230 -2.79854 1.76549
C -4.84455 -4.29788 1.11328
C -5.81648 -5.05080 0.21828
Cl -7.18203 -5.73521 1.13339
H -4.51505 -4.91231 1.95688
H -3.95977 -4.00587 0.53929
H -5.30467 -5.88946 -0.26252
H -6.22280 -4.40512 -0.56665
Cl -4.29874 2.35733 2.50500
C -5.93463 2.24611 3.20198
C -5.99872 1.26957 4.36596
Cl -5.77903 -0.41786 3.84167
H -6.62591 1.96477 2.40152
H -6.20124 3.25088 3.54394
H -6.98017 1.32760 4.84542
H -5.23783 1.49296 5.12044
Cl -9.04140 2.22368 2.20035
C -10.17788 0.85157 2.20802
C -9.61327 -0.35885 2.93512
Cl -8.25342 -1.09862 2.05529
H -10.43180 0.61571 1.16993
H -11.08671 1.19702 2.71028
H -10.38528 -1.12785 3.03056
H -9.26650 -0.09841 3.94013
Cl -1.95134 -6.95587 -5.85297
C -2.15708 -7.53178 -4.17955
C -3.59199 -7.39236 -3.69563
Cl -4.07030 -5.68964 -3.48943
H -1.46128 -6.97742 -3.54214
H -1.86158 -8.58541 -4.16956
H -3.70283 -7.87347 -2.71956
H -4.29730 -7.86211 -4.38845

The following is a DFT calculation (ωB97M-V with the def2-TZVPD basis set) of C26H40AuNOS2Si2 as an isolated structure at a distorted geometry.

total charge = 0
orbital gap = 6.331 eV
energy = -2655.839376 hartree
HOMO level = -6.862 eV
2S+1 = 1
molar mass = 699.885 g/mol

Atoms and positions in Å:
Au -0.33027 0.34459 -0.37567
C -4.28646 -1.20366 2.39803
Si -3.23425 -0.73837 0.90865
C -3.83901 0.96499 0.39522
C -3.52341 -2.06189 -0.38509
C -1.39276 -0.60295 1.28487
C -1.03794 0.55456 2.14722
C -1.37905 0.81884 3.47463
C -0.87820 1.95916 4.07180
C -0.05714 2.82677 3.35223
C 0.23483 2.51906 2.04165
N -0.24784 1.41042 1.48140
Si -0.50170 -2.15896 1.88481
C -1.44325 -2.96562 3.30380
C 1.15231 -1.65035 2.62280
C -0.39128 -3.47760 0.56560
H -5.34011 -1.07865 2.13342
H -4.09106 -0.56990 3.26644
H -4.14305 -2.23996 2.70115
H -4.67048 0.89157 -0.30892
H -3.05292 1.54502 -0.09041
H -4.18663 1.52758 1.26612
H -4.28222 -1.73915 -1.10031
H -3.87180 -2.98727 0.08076
H -2.62102 -2.29181 -0.94966
H -2.01837 0.13123 4.01009
H -1.12668 2.18295 5.10149
H 0.34387 3.72394 3.80052
H 0.84763 3.15058 1.41111
H -1.69965 -2.26406 4.10110
H -0.82242 -3.75144 3.74383
H -2.36596 -3.43211 2.95789
H 1.04756 -1.44693 3.69165
H 1.54686 -0.75026 2.14877
H 1.89559 -2.44160 2.50308
H -1.32044 -4.05039 0.52298
H 0.41980 -4.16929 0.80732
H -0.19513 -3.06206 -0.42149
C 0.57082 2.76022 -4.29522
C 0.05862 1.77454 -3.26795
S 0.91680 1.80666 -1.73756
C -0.93483 0.92748 -3.49725
C -1.69372 0.83794 -4.79673
S -1.52806 -0.21527 -2.29118
H 1.28837 3.44189 -3.83959
H -0.24072 3.35314 -4.71828
H 1.07871 2.24542 -5.11518
H -1.10819 1.22372 -5.62965
H -2.62872 1.40147 -4.73906
H -1.95741 -0.19880 -5.01506
C 4.77844 1.32185 -5.27887
C 4.36952 0.56289 -4.04720
C 4.96855 0.83317 -2.82114
C 4.55510 0.20372 -1.65929
C 5.26396 0.52745 -0.36480
C 3.47072 -0.69007 -1.72274
C 2.87327 -1.12915 -0.45798
O 1.70480 -1.43542 -0.30002
C 2.89860 -1.02973 -2.96108
C 1.81981 -2.06638 -3.09684
C 3.37617 -0.40490 -4.10367
H 5.85824 1.46571 -5.31924
H 4.31408 2.31065 -5.27244
H 4.45888 0.80770 -6.18428
H 5.76980 1.56263 -2.76993
H 6.15667 1.11481 -0.57286
H 5.57517 -0.37389 0.16353
H 4.63231 1.10923 0.30939
H 3.53253 -1.11082 0.42819
H 1.99706 -2.92273 -2.44677
H 1.76314 -2.40992 -4.12992
H 0.84884 -1.65483 -2.82382
H 2.94037 -0.66520 -5.06226

The following is a DFT calculation (ωB97M-V with the def2-TZVPD basis set) of a 2-piece molecular cluster, C5H6N2O3 overall at a distorted geometry.

total charge = 0
orbital gap = 11.181 eV
energy = -529.211529 hartree
HOMO level = -10.666 eV
2S+1 = 1
ΔE to the lowest compared entry with this formula, charge and spin = 99.9 kcal per mole
molar mass = 142.114 g/mol

Atoms and positions in Å:
O -1.38860 -0.61080 1.96430
C -0.52629 -0.54938 1.13422
O 1.32156 0.34748 1.33061
C 1.03424 0.77935 0.00502
C 1.84943 0.04344 -0.99462
N 2.44930 -0.70748 -1.63672
C -0.45138 0.41310 -0.02190
C -1.42613 0.36776 -1.13646
N -1.43706 1.45113 -0.17222
H 1.17086 1.85897 -0.12437
H -1.07266 0.62746 -2.13590
H -2.19776 -0.40237 -1.07232
H -2.17384 1.33678 0.52294
O 0.48347 -1.95017 0.97365
H 1.59810 -0.94330 1.30678
H 0.76676 -2.06196 0.05698

The following is a DFT calculation (ωB97M-V with the def2-TZVPD basis set) of a 2-piece molecular cluster, C9H14 overall at a distorted geometry.

total charge = 0
orbital gap = 10.139 eV
energy = -351.281203 hartree
HOMO level = -9.112 eV
SMILES string = Cc1ccccc1.CC
2S+1 = 1
ΔE to the lowest compared entry with this formula, charge and spin = 30.7 kcal per mole
molar mass = 122.211 g/mol

Atoms and positions in Å:
C 0.12793 -3.60040 0.71441
C 0.94204 -3.98081 2.00688
H -0.35958 -2.69712 0.94888
H 0.77448 -3.25638 -0.13699
H -0.66125 -4.28078 0.32845
H 1.66630 -4.77996 1.83836
H 0.36916 -3.96972 2.89001
H 1.76659 -3.21413 2.10178
C -1.35009 3.36340 -2.11076
C 0.63062 0.74886 0.65155
C -0.66684 0.48408 0.26987
C 1.29140 1.81010 0.05502
C -1.37420 1.28899 -0.62035
C 0.61192 2.65170 -0.87212
C -0.71270 2.40152 -1.16722
H 1.22380 0.16762 1.36024
H -1.04651 -0.49485 0.57118
H 2.31241 1.97171 0.32441
H -2.40398 1.12972 -0.67547
H 1.23781 3.44722 -1.06850
H -2.18350 3.92773 -1.86125
H -1.58259 2.82847 -3.08796
H -0.61323 4.05303 -2.46042